Molecular formula: C2HNO2S
Method: DFT, the ωB97M-V functional and the def2-TZVPD basis

```
! RIJCOSX wB97M-V def2-TZVPD def2/J DEFGRID3
* xyz 0 1
C 0.0490 -0.5564 -0.0409
C 3.1736 -0.3906 0.0582
N 0.8258 -1.4186 -0.0686
O 3.8184 -1.3365 -0.0377
O 2.8513 0.7455 0.0471
S 1.4872 1.7780 -0.0324
H -0.6120 0.2797 -0.0896
*
```

Energy relative to the best compared isomer or geometry (same formula, charge and spin): 389.0 kJ/mol
Electronic energy: -18506.7868 eV

Molecular formula: C2HNO4
Method: DFT, the ωB97M-V functional and the def2-TZVPD basis

```
! RIJCOSX wB97M-V def2-TZVPD def2/J DEFGRID3
* xyz 0 1
C -1.1631 -0.5180 -1.2092
C -0.1882 -0.3154 -0.2157
N 1.7054 -1.3966 -0.4782
O 1.4910 -2.5377 -0.6361
O -1.6818 -0.3497 -2.2470
O 2.6283 -0.6805 -0.4024
O -1.2568 -1.2630 -0.0889
H -0.0221 0.4391 0.5308
*
```

Energy relative to the best compared isomer or geometry (same formula, charge and spin): 539.5 kJ/mol
Electronic energy: -11763.6870 eV

Molecular formula: C2HNO4
Method: DFT, the ωB97M-V functional and the def2-TZVPD basis

```
! RIJCOSX wB97M-V def2-TZVPD def2/J DEFGRID3
* xyz 0 1
O 1.9845 1.1247 0.6051
C 1.2706 0.3104 0.1078
C -0.1918 0.5306 -0.1539
O -0.7780 1.6375 -0.4897
N -1.0908 -0.6827 -0.0044
O -2.2546 -0.4597 0.1535
O -0.5394 -1.7553 -0.0367
H 1.5994 -0.7056 -0.1816
*
```

Energy relative to the best compared isomer or geometry (same formula, charge and spin): 381.9 kJ/mol
SMILES: O=CC(=O)[N+](=O)[O-]
Electronic energy: -11765.3205 eV

Molecular formula: C2HNOS
Method: DFT, the ωB97M-V functional and the def2-TZVPD basis

```
! RIJCOSX wB97M-V def2-TZVPD def2/J DEFGRID3
* xyz 0 1
C -1.9656 0.1412 0.2322
C 1.6856 0.1311 -0.1558
N 0.7115 -0.0215 0.5444
O 2.5724 0.0754 -0.9339
S -2.9048 -0.6065 -0.7093
H -0.0991 0.2803 1.0225
*
```

Energy relative to the best compared isomer or geometry (same formula, charge and spin): 192.7 kJ/mol
Electronic energy: -16460.5360 eV

Molecular formula: C2HNOS2
Method: DFT, the ωB97M-V functional and the def2-TZVPD basis

```
! RIJCOSX wB97M-V def2-TZVPD def2/J DEFGRID3
* xyz 0 1
C -1.4195 -0.4244 0.1409
C 1.3450 1.9194 -0.0998
N -0.7916 -1.4201 0.3658
O -1.8632 0.4707 -0.4108
S 1.8057 0.2922 0.4075
S 1.2414 0.9942 -1.5258
H -0.3179 -1.8321 1.1223
*
```

Energy relative to the best compared isomer or geometry (same formula, charge and spin): 205.6 kJ/mol
Electronic energy: -27294.8441 eV

Molecular formula: C2HNS
Method: DFT, the ωB97M-V functional and the def2-TZVPD basis

```
! RIJCOSX wB97M-V def2-TZVPD def2/J DEFGRID3
* xyz 0 1
N -1.0172 2.2159 0.3595
C -0.7263 1.1093 0.0409
C -0.4082 -0.2264 -0.0914
S 0.9482 -1.2471 -0.1566
H -1.2433 -0.8546 0.2925
*
```

Energy relative to the best compared isomer or geometry (same formula, charge and spin): 62.2 kJ/mol
SMILES: N#CC=S
Electronic energy: -14413.2399 eV

Molecular formula: C2HNS
Method: DFT, the ωB97M-V functional and the def2-TZVPD basis

```
! RIJCOSX wB97M-V def2-TZVPD def2/J DEFGRID3
* xyz 0 1
N -2.5912 -0.1756 -0.1159
C -1.3578 -0.0696 0.1986
C 0.0934 0.4369 -0.0016
S 1.6107 -0.1525 -0.0189
H -0.0467 1.4649 -0.0692
*
```

Energy relative to the best compared isomer or geometry (same formula, charge and spin): 123.4 kJ/mol
SMILES: N#CC=S
Electronic energy: -14412.6060 eV

Molecular formula: C2HNS2
Method: DFT, the ωB97M-V functional and the def2-TZVPD basis

```
! RIJCOSX wB97M-V def2-TZVPD def2/J DEFGRID3
* xyz 0 1
N 2.4791 -0.8554 -0.0103
C 1.2610 -0.6064 -0.0143
C 0.0205 0.0624 0.1672
S -0.0737 1.5687 -0.0319
S -1.3514 -1.0004 -0.0366
H -2.2421 0.1600 0.2509
*
```

Energy relative to the best compared isomer or geometry (same formula, charge and spin): 94.2 kJ/mol
SMILES: N#CC(=S)S
Electronic energy: -25248.1998 eV

Molecular formula: C2HO2S2
Method: DFT, the ωB97M-V functional and the def2-TZVPD basis

```
! RIJCOSX wB97M-V def2-TZVPD def2/J DEFGRID3
* xyz -1 1
C 1.9047 -0.1397 -0.1372
C -1.0471 -0.3860 0.3331
O 2.1453 -0.1090 0.9859
O 1.8555 -0.1507 -1.3036
S -2.3819 0.7170 1.0459
S -1.1535 1.2452 -0.4892
H -1.3230 -1.1768 -0.4349
*
```

Energy relative to the best compared isomer or geometry (same formula, charge and spin): 169.5 kJ/mol
Electronic energy: -27855.2267 eV

Molecular formula: C2HO4
Method: DFT, the ωB97M-V functional and the def2-TZVPD basis

```
! RIJCOSX wB97M-V def2-TZVPD def2/J DEFGRID3
* xyz -1 1
O 0.5683 0.7282 -1.3425
C 0.3418 -0.0158 -0.3289
O 1.0592 -0.9109 0.2718
C 2.7754 -1.1691 0.5339
O 3.3709 -0.2904 0.0175
O 2.7334 -2.1744 1.1291
H -0.6316 -0.0502 0.1135
*
```

Energy relative to the best compared isomer or geometry (same formula, charge and spin): 30.5 kJ/mol
SMILES: O=COC(=O)[O-]
Electronic energy: -10282.0540 eV

Molecular formula: C2HO4P
Method: DFT, the ωB97M-V functional and the def2-TZVPD basis

```
! RIJCOSX wB97M-V def2-TZVPD def2/J DEFGRID3
* xyz 0 3
C -2.5336 -0.6908 -0.3235
C 2.0422 0.1924 0.7862
O -3.1541 -0.0489 -1.0262
O 1.8785 1.3825 0.4474
O -1.9009 -1.3208 0.3959
O 0.4762 0.1629 -1.4156
P 0.1727 0.4520 -0.0716
H 3.0190 -0.1292 1.2074
*
```

Energy relative to the best compared isomer or geometry (same formula, charge and spin): 104.7 kJ/mol
Electronic energy: -19565.0203 eV

Molecular formula: C2HO4S
Method: DFT, the ωB97M-V functional and the def2-TZVPD basis

```
! RIJCOSX wB97M-V def2-TZVPD def2/J DEFGRID3
* xyz -1 1
C -0.1417 -0.2373 -1.3466
C -1.2131 0.2290 -0.6862
O -0.0587 1.6070 1.7027
O 1.6506 0.3230 0.5863
O -0.2222 -0.8276 1.6850
O -0.9230 -1.2500 -0.9798
S 0.2661 0.3635 1.0312
H 0.6420 -0.2077 -1.9926
*
```

Energy relative to the best compared isomer or geometry (same formula, charge and spin): 481.5 kJ/mol
Electronic energy: -21111.7259 eV

Molecular formula: C2I3NO2
Method: DFT, the ωB97M-V functional and the def2-TZVPD basis

```
! RIJCOSX wB97M-V def2-TZVPD def2/J DEFGRID3
* xyz 0 1
C 0.0589 0.5590 0.2324
C 1.1979 -0.0808 0.1000
N -1.5146 -0.4515 -0.0880
O -2.3142 0.2258 -0.6265
O -1.4993 -1.5573 0.3123
I -0.3997 2.5501 0.0864
I 3.0539 0.9320 -0.1181
I 1.4170 -2.1772 0.1016
*
```

Energy relative to the best compared isomer or geometry (same formula, charge and spin): 6.1 kJ/mol
Electronic energy: -31955.6315 eV

Molecular formula: C2N2O3
Method: DFT, the ωB97M-V functional and the def2-TZVPD basis

```
! RIJCOSX wB97M-V def2-TZVPD def2/J DEFGRID3
* xyz 0 1
N 1.9712 0.2500 -1.3729
C 1.3363 0.0027 -0.4593
C 0.3855 -0.3932 0.4713
O 0.4628 -1.0101 1.4661
N -1.1080 0.1769 0.0833
O -1.4787 0.0367 -1.0608
O -1.5692 0.9369 0.8723
*
```

Energy relative to the best compared isomer or geometry (same formula, charge and spin): 149.8 kJ/mol
SMILES: N#CC(=O)[N+](=O)[O-]
Electronic energy: -11191.7337 eV

Molecular formula: C2N2OS
Method: DFT, the ωB97M-V functional and the def2-TZVPD basis

```
! RIJCOSX wB97M-V def2-TZVPD def2/J DEFGRID3
* xyz 0 1
S -2.8803 0.1166 -0.0282
N -1.4588 -0.4512 0.0848
C -0.2510 -0.1233 0.0244
N 0.9321 -0.8396 -0.0840
C 1.4857 0.3798 0.0984
O 0.3642 1.1272 -0.0439
*
```

Energy relative to the best compared isomer or geometry (same formula, charge and spin): 386.5 kJ/mol
SMILES: S=N[C@]12N=C1O2
Electronic energy: -17930.3846 eV

Molecular formula: C2N2S
Method: DFT, the ωB97M-V functional and the def2-TZVPD basis

```
! RIJCOSX wB97M-V def2-TZVPD def2/J DEFGRID3
* xyz 0 1
C -0.5899 -0.6469 -0.0433
C 0.5330 -1.3435 0.0281
N -1.1539 0.5444 0.0135
N -0.1049 1.2393 0.0109
S 1.3157 0.2066 -0.0092
*
```

Energy relative to the best compared isomer or geometry (same formula, charge and spin): 430.0 kJ/mol
Electronic energy: -15883.4399 eV

Molecular formula: C2N3O3
Method: DFT, the ωB97M-V functional and the def2-TZVPD basis

```
! RIJCOSX wB97M-V def2-TZVPD def2/J DEFGRID3
* xyz -1 1
N -1.3294 2.0748 -0.4033
C -0.8633 1.0497 -0.1551
N -0.2535 -0.0547 -0.1698
N -0.6882 -1.3946 -0.0804
O -1.7507 -1.6070 0.5054
C 1.4538 -0.1011 0.0500
O 1.7066 0.2729 1.1248
O 1.8487 -0.5857 -0.9405
*
```

Energy relative to the best compared isomer or geometry (same formula, charge and spin): 102.8 kJ/mol
SMILES: N#CN(N=O)C(=O)[O-]
Electronic energy: -12685.5600 eV

Molecular formula: C2N3O5
Method: DFT, the ωB97M-V functional and the def2-TZVPD basis

```
! RIJCOSX wB97M-V def2-TZVPD def2/J DEFGRID3
* xyz -1 1
N 0.6018 -1.9181 1.8168
C -0.0849 -1.0508 1.5008
N -0.9745 -0.1305 1.1991
O -0.5465 1.2415 1.4799
C -0.7332 0.9018 0.1640
O -1.5326 1.3026 -0.6432
O 0.6918 0.7264 -0.4089
N 0.8115 -0.1259 -1.4301
O 1.7060 0.1009 -2.1909
O 0.0604 -1.0479 -1.4874
*
```

Energy relative to the best compared isomer or geometry (same formula, charge and spin): 0.0 kJ/mol
SMILES: N#CN1O[C@@]1([O-])O[N+](=O)[O-]
Electronic energy: -16776.8488 eV

Molecular formula: C2N4O
Method: DFT, the ωB97M-V functional and the def2-TZVPD basis

```
! RIJCOSX wB97M-V def2-TZVPD def2/J DEFGRID3
* xyz 0 1
C 0.9229 0.7323 -0.4473
C 1.3047 0.3745 0.7332
N -0.0606 0.8691 -1.2432
N -1.1685 0.3208 -0.9244
N -1.2950 -0.6375 -0.1889
N -1.5583 -1.5293 0.4302
O 1.8548 -0.1300 1.6404
*
```

Energy relative to the best compared isomer or geometry (same formula, charge and spin): 256.0 kJ/mol
Electronic energy: -10075.5408 eV

Molecular formula: C30H17CrF3N6OSe
Method: DFT, the ωB97M-V functional and the def2-TZVPD basis

```
! RIJCOSX wB97M-V def2-TZVPD def2/J DEFGRID3
* xyz 0 5
Cr -0.0104 -0.1030 0.0401
O 1.8849 -0.0404 0.0757
C 2.7946 -0.0350 0.9781
C 4.1623 -0.0145 0.6095
C 5.1640 0.0094 1.5423
C 4.8560 0.0142 2.9029
C 3.5420 -0.0077 3.3027
C 2.4875 -0.0298 2.3791
C 1.1245 -0.0288 2.8273
N 0.0253 -0.0472 2.0657
C -1.0524 -0.0227 2.9011
C -0.6217 0.0132 4.1879
N 0.7439 0.0110 4.1326
H 4.3820 -0.0244 -0.4478
H 6.1975 0.0246 1.2286
H 5.6452 0.0324 3.6358
H 3.3266 -0.0094 4.3615
H -2.0575 -0.0342 2.5258
H -1.1633 0.0432 5.1087
H 1.3644 0.0170 4.9227
Se -5.3382 5.3417 0.0762
N -5.3796 3.5653 0.0090
C -4.1382 3.1112 -0.0516
C -3.7941 1.7222 -0.1008
C -4.7301 0.6988 -0.0375
C -4.2882 -0.6160 -0.0903
C -2.9266 -0.8738 -0.1899
N -1.9930 0.0716 -0.2120
C -2.4130 1.3793 -0.1754
C -1.4147 2.3728 -0.1629
N -0.1202 1.9425 -0.1923
C 0.8447 2.8455 -0.1380
C 0.6140 4.2117 -0.0442
C -0.6944 4.6754 -0.0161
C -1.7352 3.7587 -0.0823
C -3.1197 4.1200 -0.0432
N -3.5608 5.3646 0.0238
H -5.7748 0.9492 0.0578
H -4.9801 -1.4395 -0.0409
H -2.5541 -1.8888 -0.2313
H 1.8553 2.4572 -0.1592
H 1.4481 4.8917 0.0135
H -0.9291 5.7256 0.0613
F -1.2606 -9.3604 1.2079
C -0.6840 -8.9234 0.0686
F 0.4510 -9.6242 -0.0631
F -1.4957 -9.3417 -0.9255
C -0.4899 -7.4386 0.0525
C 0.7729 -6.8769 -0.0968
C 0.9070 -5.5049 -0.1505
C -0.2182 -4.6788 -0.0558
C -1.4811 -5.2604 0.1197
C -1.6159 -6.6296 0.1738
C -0.1007 -3.2724 -0.1115
C -0.0512 -2.0555 -0.1265
H 1.6386 -7.5177 -0.1662
H 1.8831 -5.0571 -0.2682
H -2.3474 -4.6219 0.2120
H -2.5848 -7.0855 0.3113
*
```

Electronic energy: -144295.3263 eV